# 1
{
  "formula": "C11H17ClNO2",
  "method": "the ωB97M-V functional and the def2-TZVPD basis",
  "e_above_lowest_kj_mol": 310.17,
  "total_charge": 1,
  "multiplicity": 1,
  "e_tot_ev": -29779.1262,
  "elements": ["C", "C", "C", "C", "C", "C", "C", "C", "C", "C", "C", "N", "O", "O", "Cl", "H", "H", "H", "H", "H", "H", "H", "H", "H", "H", "H", "H", "H", "H", "H", "H", "H"],
  "coordinates": [[-0.5366, -0.9046, -1.0862], [-2.5773, 1.1386, -0.7656], [-1.5001, -2.1648, -1.0102], [-1.3633, -2.8295, 0.2867], [-1.6606, -1.8877, 1.4146], [1.8730, 2.7280, -0.3406], [3.0723, 1.6549, -0.1016], [-0.6804, -0.7638, 1.5807], [0.5917, 1.9919, -0.5612], [2.2779, 0.2572, -0.1614], [-0.1754, -0.3567, 0.1862], [0.8855, 0.6281, 0.2754], [-0.1309, -0.4198, -2.1096], [-2.1651, 1.5998, -1.7277], [-3.9069, 0.7641, 0.0259], [-2.4723, -1.6061, -0.9054], [-1.3352, -2.8488, -1.8053], [-1.9660, -3.7710, 0.4614], [-0.3192, -3.0987, 0.3772], [-2.6243, -1.4241, 1.1645], [-1.6838, -2.4631, 2.3623], [1.6862, 3.5401, 0.4525], [2.1287, 3.3554, -1.2720], [3.9281, 1.6328, -0.7791], [3.4499, 1.7649, 0.8620], [-1.0083, 0.1248, 2.1102], [0.2599, -1.2106, 2.1883], [-0.3598, 2.5655, -0.1424], [0.4515, 1.7066, -1.6210], [2.3650, -0.3148, -1.0971], [2.6936, -0.4050, 0.5330], [0.8022, 1.0165, 1.2054]],
  "forces_ev_per_angstrom": [[-0.821, -2.196, 0.751], [3.149, -0.875, 0.889], [-0.508, 3.188, 0.423], [0.674, -1.627, 1.711], [-1.198, -0.005, 1.274], [1.785, 2.283, -0.805], [-3.020, -0.825, -1.355], [3.220, -1.284, -0.907], [-1.164, -0.099, 0.237], [1.079, 1.752, -0.067], [-0.293, 0.267, 2.066], [-1.422, 1.681, -2.570], [0.572, 0.303, -1.290], [-0.211, 1.154, -2.038], [-2.960, -0.321, 1.154], [0.226, -1.038, -1.270], [-0.316, -0.011, -1.160], [0.555, 1.069, -0.686], [0.501, -0.667, 0.206], [-0.174, -0.339, 0.630], [-0.500, 0.498, -0.468], [0.935, -1.516, -0.704], [-0.486, -1.012, 1.298], [-0.490, 0.392, -0.238], [0.647, 0.229, 1.707], [-0.344, 0.002, 0.275], [-1.724, 1.141, -1.224], [2.058, -1.638, -0.740], [-0.164, -0.113, 0.894], [-0.944, 0.846, -0.050], [0.436, -0.940, 1.477], [0.901, -0.300, 0.581]],
  "mulliken_charge": [0.4545, 0.4059, -0.5221, -0.7212, -0.5631, -0.6275, -0.6383, -0.6057, -0.3517, -0.5714, -0.2944, 0.1668, -0.5647, -0.2372, -0.0317, 0.0802, 0.4151, 0.3320, 0.3315, 0.0992, 0.4069, 0.3000, 0.3379, 0.3612, 0.3459, 0.4206, 0.3068, 0.2452, 0.3890, 0.3914, 0.4603, 0.4787]
}

# 2
{
  "formula": "C16H38GeO4SiSn",
  "method": "the ωB97M-V functional and the def2-TZVPD basis",
  "e_above_lowest_kj_mol": 0.00,
  "total_charge": 1,
  "multiplicity": 2,
  "e_tot_ev": -95617.2176,
  "elements": ["Sn", "C", "C", "C", "C", "O", "Ge", "O", "C", "C", "C", "C", "O", "C", "C", "C", "C", "H", "H", "H", "H", "H", "H", "H", "H", "H", "H", "H", "H", "H", "H", "H", "H", "H", "H", "H", "H", "H", "H", "H", "H", "H", "H", "H", "O", "C", "Si", "C", "C", "C", "H", "H", "H", "H", "H", "H", "H", "H", "H", "H", "H"],
  "coordinates": [[-0.1966, 0.0194, -0.2790], [-4.1256, -2.1430, -0.0360], [-3.0098, -1.4851, -0.8297], [-2.3202, -2.4803, -1.7463], [-3.4970, -0.2671, -1.5941], [-1.9872, -1.0661, 0.1603], [-2.3330, 0.1136, 1.6333], [-1.6248, 1.4267, 0.3934], [-1.3816, 2.8442, 0.6828], [-2.6634, 3.4064, 1.2747], [-0.2162, 2.9724, 1.6510], [-1.0608, 3.4927, -0.6545], [-0.2863, -0.1866, 1.7586], [0.3919, -1.2137, 2.5716], [0.4586, -2.5077, 1.7812], [1.7689, -0.6692, 2.8880], [-0.4301, -1.3682, 3.8403], [-4.8636, -2.5641, -0.7185], [-3.7338, -2.9498, 0.5843], [-4.6458, -1.4240, 0.6024], [-3.0348, -2.8667, -2.4728], [-1.5062, -1.9982, -2.2900], [-1.9299, -3.3207, -1.1704], [-4.2104, -0.5878, -2.3539], [-4.0077, 0.4422, -0.9377], [-2.6693, 0.2378, -2.0943], [-2.8702, 2.9851, 2.2616], [-2.5749, 4.4861, 1.3923], [-3.5081, 3.2047, 0.6153], [-0.4384, 2.5157, 2.6169], [0.6889, 2.5051, 1.2493], [0.0051, 4.0269, 1.8169], [-1.8882, 3.3586, -1.3506], [-0.8797, 4.5591, -0.5247], [-0.1667, 3.0481, -1.0997], [1.0046, -2.3650, 0.8397], [1.0031, -3.2605, 2.3517], [-0.5346, -2.8933, 1.5517], [2.3393, -0.5232, 1.9719], [1.6903, 0.2852, 3.4096], [2.3124, -1.3695, 3.5229], [-1.4183, -1.7852, 3.6331], [0.0771, -2.0519, 4.5207], [-0.5460, -0.4079, 4.3440], [0.0104, 0.0758, -2.0977], [4.8174, -1.8159, 0.9404], [4.4817, -0.1570, 0.1556], [5.6409, 0.1292, -1.2821], [4.5926, 1.2368, 1.3938], [2.7745, -0.1340, -0.6424], [5.8466, -1.8480, 1.3048], [4.7016, -2.6258, 0.2174], [4.1649, -2.0231, 1.7895], [6.6728, 0.1432, -0.9229], [5.4440, 1.0818, -1.7756], [5.5557, -0.6632, -2.0270], [5.5985, 1.2974, 1.8140], [3.8990, 1.0985, 2.2243], [4.3741, 2.1990, 0.9258], [2.3863, -0.9867, -1.1957], [2.4262, 0.8071, -1.0683]],
  "forces_ev_per_angstrom": [[-0.197, -0.098, -0.470], [-0.018, 0.006, -0.012], [0.014, -0.085, 0.021], [0.026, 0.037, 0.032], [-0.045, -0.023, -0.029], [-0.022, 0.163, 0.025], [0.117, 0.002, 0.188], [0.084, -0.133, 0.199], [0.010, 0.202, -0.081], [0.000, 0.012, 0.013], [-0.016, 0.035, 0.018], [-0.007, -0.088, 0.005], [-0.119, -0.056, -0.018], [-0.077, 0.070, 0.015], [0.037, -0.031, -0.007], [-0.011, 0.012, 0.026], [-0.030, -0.068, -0.010], [-0.002, 0.005, 0.001], [-0.001, -0.012, -0.008], [0.011, 0.002, 0.006], [-0.002, 0.001, -0.002], [0.006, -0.012, -0.009], [0.002, -0.007, -0.005], [-0.002, 0.025, -0.003], [0.016, -0.006, 0.010], [-0.001, -0.011, -0.019], [-0.005, -0.014, -0.015], [0.008, -0.004, 0.005], [0.000, 0.007, -0.004], [-0.004, -0.019, -0.018], [0.013, 0.019, -0.011], [0.009, -0.009, 0.006], [0.004, 0.007, -0.008], [-0.002, 0.002, 0.018], [-0.007, 0.008, -0.019], [0.043, 0.001, 0.026], [-0.006, -0.026, -0.028], [-0.009, 0.017, 0.022], [-0.019, -0.003, -0.014], [0.002, -0.002, 0.007], [0.014, 0.006, -0.004], [0.000, -0.009, -0.007], [-0.004, 0.006, 0.011], [0.007, -0.002, 0.009], [0.244, -0.014, 0.207], [0.003, -0.007, 0.009], [-0.120, -0.015, 0.051], [0.009, 0.010, -0.004], [0.004, 0.001, 0.006], [0.005, 0.109, -0.077], [0.000, -0.010, -0.001], [0.000, 0.004, -0.008], [0.001, -0.004, 0.003], [0.001, 0.000, 0.001], [0.002, 0.001, 0.001], [0.004, 0.000, -0.001], [0.007, -0.002, -0.012], [0.027, 0.032, 0.014], [0.004, -0.001, -0.010], [0.001, 0.013, 0.000], [-0.010, -0.047, -0.038]],
  "mulliken_charge": [1.3208, -1.5925, 1.3686, -1.6965, -1.5307, 0.3600, -0.1777, 0.0177, 1.3235, -1.7419, -1.3003, -1.5313, 0.0073, 1.4209, -1.5607, -0.9733, -1.9625, 0.4658, 0.3332, 0.3806, 0.4902, 0.3890, 0.3497, 0.6025, 0.2815, 0.2648, 0.3957, 0.4795, 0.3498, 0.2412, 0.1904, 0.5935, 0.3445, 0.4786, 0.3147, 0.3125, 0.5766, 0.2002, -0.4911, 0.4469, 0.5672, 0.4483, 0.4770, 0.3717, -0.7761, -0.9127, -0.1198, -1.0540, -0.9128, -1.1775, 0.3684, 0.3489, 0.2659, 0.3404, 0.3357, 0.3307, 0.3752, 0.2806, 0.3486, 0.7127, 0.6400]
}

# 3
{
  "formula": "C13H20LuNO4SSe2",
  "method": "the ωB97M-V functional and the def2-TZVPD basis",
  "e_above_lowest_kj_mol": 71.62,
  "total_charge": 2,
  "multiplicity": 1,
  "e_tot_ev": -198616.8117,
  "elements": ["Lu", "O", "C", "C", "C", "O", "C", "Se", "C", "Se", "H", "H", "H", "H", "H", "H", "H", "H", "H", "H", "C", "C", "C", "C", "C", "C", "C", "S", "C", "O", "H", "H", "H", "H", "H", "H", "H", "H", "H", "H", "O", "N"],
  "coordinates": [[0.6999, 0.6416, -0.2625], [0.5493, 0.0178, -2.5688], [0.0688, -1.3424, -3.1107], [-1.4351, -1.6818, -2.8181], [-2.1877, -2.4338, -4.0110], [-3.4935, -2.7229, -3.6170], [-1.5693, -2.6638, -1.6537], [-1.2722, -1.9261, 0.0765], [-2.3324, -0.4837, -2.5759], [-2.2162, 0.3686, -0.7808], [0.5556, 0.7086, -3.2128], [0.7270, -2.0409, -2.6614], [0.1975, -1.2456, -4.1837], [-1.6326, -3.3224, -4.2196], [-2.1201, -1.7765, -4.9273], [-4.0414, -2.4077, -4.3089], [-0.7658, -3.3913, -1.6763], [-2.5039, -3.2452, -1.5909], [-3.4111, -0.6831, -2.6377], [-2.1560, 0.3339, -3.2819], [-1.2583, 1.6967, 4.7520], [-0.1587, 1.7453, 3.7476], [1.1122, 1.1513, 3.9567], [2.1073, 1.3491, 3.0572], [1.9982, 2.1755, 1.9429], [0.7372, 2.6708, 1.6449], [-0.3341, 2.4607, 2.5519], [3.3115, 2.1133, 0.8260], [4.2747, 0.6483, 1.1660], [2.4245, 1.6655, -0.4496], [-0.9199, 2.1715, 5.6959], [-1.3787, 0.7175, 4.9340], [-2.2459, 2.1165, 4.3239], [1.3171, 0.5454, 4.8594], [3.0842, 1.1026, 3.3520], [0.5186, 3.2955, 0.7845], [-1.2287, 2.9886, 2.2909], [3.6413, -0.2143, 1.3252], [4.9001, 0.8973, 1.9500], [4.9032, 0.4380, 0.2639], [0.9962, -0.8510, 1.1329], [0.5375, -1.5875, -0.0858]],
  "forces_ev_per_angstrom": [[-1.454, -1.611, -0.311], [-0.637, -1.932, 1.241], [-1.105, 2.302, -0.328], [-0.990, -0.084, 0.174], [1.441, 1.540, -0.435], [0.815, -0.316, 0.573], [0.305, -0.684, 0.134], [0.807, 1.791, 0.470], [-0.278, 1.383, 0.259], [0.250, -1.128, 0.506], [-0.077, 0.390, -1.170], [0.603, -0.578, 0.207], [0.230, -0.254, -0.106], [0.319, -0.831, -0.259], [-0.228, -0.604, 0.858], [-1.263, 0.218, -0.883], [0.214, -0.365, -0.234], [0.148, 0.595, -0.198], [0.591, -0.440, -0.021], [0.231, -0.111, 0.016], [-0.452, 3.348, -1.065], [0.459, 0.613, -0.780], [-1.673, -0.100, 0.976], [0.601, 1.300, 0.244], [-0.965, -1.821, 1.312], [-0.984, 0.218, 0.204], [1.634, -0.021, -0.413], [-0.098, 0.410, -3.208], [-0.888, -0.531, -2.127], [2.516, 1.124, 0.638], [-0.513, -0.020, -0.574], [-0.897, -3.640, 1.093], [1.713, -0.450, 0.978], [-0.240, 0.499, -0.583], [1.082, -1.009, 0.241], [0.275, 0.170, -0.110], [-0.613, -0.046, 0.257], [-0.244, -0.117, 0.342], [1.354, 0.247, 1.804], [-0.557, 0.612, 0.560], [-0.945, -0.445, -1.309], [-0.488, 0.380, 1.026]],
  "mulliken_charge": [1.6487, -0.4399, -0.8973, 1.5295, -1.0500, -0.4951, -1.2302, 0.4606, -1.2656, -0.1740, 0.2923, 0.2988, 0.5124, 0.4246, 0.4840, 0.3577, 0.5573, 0.5130, 0.5170, 0.6062, -1.2622, 0.5683, -0.8985, -0.3482, 0.5584, -1.1383, -0.3823, 0.3389, -1.0812, -0.6584, 0.3422, 0.4293, 0.3276, 0.4479, 0.4800, 0.7900, 0.4751, 0.3771, 0.5310, 0.3694, -0.5520, -0.3642]
}

# 4
{
  "formula": "C5H8N2",
  "method": "the ωB97M-V functional and the def2-TZVPD basis",
  "e_above_lowest_kj_mol": 203.62,
  "multiplicity": 1,
  "e_tot_ev": -8292.8859,
  "elements": ["C", "C", "C", "N", "C", "C", "N", "H", "H", "H", "H", "H", "H", "H", "H"],
  "coordinates": [[-1.0416, 1.2634, 0.5745], [-0.2122, -0.0002, 0.6916], [-0.5479, -1.2268, -0.1817], [0.8960, -1.5170, -0.2370], [1.2197, -0.1374, 0.0916], [1.0317, 1.2901, -2.0239], [1.3845, 0.6862, -1.0768], [-1.1659, 1.5853, -0.4648], [-2.0398, 1.0785, 0.9903], [-0.5999, 2.0920, 1.1391], [-0.1395, -0.3101, 1.7374], [-0.9931, -0.9298, -1.1438], [-1.1513, -2.0212, 0.2671], [1.2779, -1.8647, -1.1107], [2.0813, 0.0118, 0.7470]],
  "forces_ev_per_angstrom": [[0.047, 0.004, -0.024], [-0.090, 0.039, 0.136], [-0.280, -0.091, 0.020], [0.179, -0.150, -0.169], [0.114, 0.079, 0.256], [0.611, -0.403, 0.666], [-0.814, 0.612, -0.855], [0.079, -0.079, 0.137], [0.165, 0.026, -0.089], [-0.030, -0.132, -0.082], [-0.008, 0.010, -0.089], [0.129, -0.044, 0.144], [0.073, 0.115, -0.053], [-0.068, 0.053, 0.116], [-0.108, -0.039, -0.112]],
  "mulliken_charge": [-1.3725, 0.0864, -0.5653, -0.4866, 0.0705, -0.1436, -0.1105, 0.3235, 0.3659, 0.3325, 0.3113, 0.2704, 0.3153, 0.2468, 0.3559]
}